14
Properties=species:S:1:pos:R:3:lowdin_spin:R:1 method="wB97M-V/def2-TZVPD" e_tot_ev=-48778.9839 multiplicity=5 de_lowest_kcal_mol=4.7 lumo_ha="-0.604 / -0.714" orbital_gap_ha="0.363 / 0.196" total_charge=+3 homo_ev="-26.31 / -24.77"
Mn -0.0060 0.0031 -0.8041 3.19
O 0.0003 -0.0035 2.5438 0.26
O 1.4445 2.4386 0.0903 0.08
O -1.4469 -2.4370 0.0922 0.08
O -2.4465 1.4514 0.0856 0.09
O 0.0006 -0.0013 -3.8524 0.14
O 2.4330 -1.4424 0.0872 0.09
C 0.8564 1.4625 -0.1238 0.01
C 0.0010 -0.0011 -2.6724 0.05
C 1.4591 -0.8642 -0.1575 0.01
C -0.8733 -1.4528 -0.1237 0.01
C -1.4628 0.8681 -0.1033 0.00
H 0.8572 0.4012 2.4483 0.00
H 0.0979 -0.9468 2.4480 0.00



10
Properties=species:S:1:pos:R:3:mulliken_charge:R:1 method="wB97M-V/def2-TZVPD" e_tot_ev=-32967.5792 de_lowest_kcal_mol=22.9 lumo_ha=0.015 orbital_gap_ha=0.374 total_charge=0 homo_ev=-9.77
Cl 2.0433 1.5829 0.2695 -0.11
Cl 2.4582 -1.1619 0.9044 -0.14
F 2.9442 -0.0440 -1.3090 -0.20
O -3.8867 0.3617 0.8527 -0.38
C 1.9745 -0.0370 -0.3483 0.52
C -1.6153 -0.0534 -0.0084 -0.72
C -2.7617 0.2280 0.5218 0.79
H -0.7859 0.7317 -0.2163 0.11
H 0.9393 -0.4542 -0.5503 -0.08
H -1.3099 -1.1539 -0.1160 0.20



20
Properties=species:S:1:pos:R:3:mulliken_charge:R:1 method="wB97M-V/def2-TZVPD" e_tot_ev=-21798.5986 de_lowest_kcal_mol=123.6 lumo_ha="-0.046 / -0.012" orbital_gap_ha="0.271 / 0.266" total_charge=0 homo_ev="-8.65 / -7.54"
S 0.9791 2.6633 -1.9857 -0.15
N 0.7846 1.2583 -1.1114 -0.33
C -0.0668 -0.6616 -0.1783 0.46
C -0.2567 0.6970 -0.6702 0.73
C -2.6152 0.3658 -0.4524 -0.61
C 1.6519 -0.3275 1.5772 -0.17
C -1.1713 -1.3259 0.3474 -0.68
C -1.5962 1.1493 -0.7287 -0.45
C 1.2556 -1.1317 0.2481 -0.96
C 2.9368 -0.2161 1.7558 -0.50
C -2.4543 -0.9095 0.1549 -0.52
H 0.7887 0.0822 2.0796 0.36
H 2.2884 2.6417 -1.7501 0.16
H -0.8789 -2.2645 0.7393 0.36
H 1.9323 -0.7928 -0.5265 0.44
H -1.7410 2.1976 -1.0217 0.31
H -3.6595 0.7342 -0.3024 0.27
H -3.1926 -1.5636 0.4018 0.50
H 3.6747 -0.3959 0.9720 0.30
H 1.3406 -2.2002 0.4511 0.47



102
Properties=species:S:1:pos:R:3:mulliken_charge:R:1 method="wB97M-V/def2-TZVPD" e_tot_ev=-95929.0191 lumo_ha=-0.069 orbital_gap_ha=0.274 total_charge=0 homo_ev=-9.33
I 0.2367 -2.9797 -1.3124 0.09
S -1.9990 -3.4753 2.6714 0.52
O 6.5464 -5.7612 -2.1831 -0.58
O 2.8053 3.4186 -3.5434 -0.61
O 4.6181 0.3296 -2.8970 -0.45
O -0.6038 12.0193 6.0389 -0.55
O -4.1504 -3.4691 -4.5259 -0.59
O -3.4047 -3.8633 2.0988 -0.53
O 0.9434 5.7677 5.2372 -0.58
O -2.8025 7.3843 4.6415 -0.58
O 1.4157 -5.9499 -3.5653 -0.55
O -2.2902 1.6852 6.3079 -0.58
O 0.6067 -1.2163 -4.9408 -0.41
O -0.7573 -4.3671 1.8414 -0.25
O -0.6903 -5.0618 -8.2354 -0.57
O -1.6027 -1.8499 2.3668 -0.27
O 9.5572 1.8814 -4.1082 -0.56
C -1.1198 -3.6776 -6.3775 -0.25
C 4.2955 -5.6026 -1.5044 -0.47
C -2.4191 -4.5747 -1.8487 -0.75
C 1.4360 1.6010 -2.9320 -0.55
C -3.4775 -1.3997 4.1559 -0.69
C -3.7209 -4.8533 -6.3837 -0.45
C 3.6666 -6.1085 -4.2440 -0.38
C 5.9997 1.8091 -4.1030 0.04
C -2.6135 -0.9070 2.8568 -0.07
C 0.1988 4.8288 5.4835 0.30
C -0.5586 3.1002 7.0507 -0.41
C 2.2999 2.3518 -3.8644 0.46
C 6.9337 0.0113 -2.5992 -0.46
C 5.3658 -5.8053 -2.5007 0.36
C 7.2415 2.1996 -4.4060 -0.49
C -0.8796 10.3663 4.3825 -0.32
C -5.0873 -0.6287 6.1412 -1.23
C -1.4864 -4.6961 -7.3816 0.30
C -0.7882 4.3526 4.4944 -0.35
C 2.5295 1.7656 -5.1998 -0.16
C -1.9731 10.2017 6.6503 -0.31
C -2.5267 9.0373 6.2979 -0.40
C 1.9760 0.6012 -5.5522 -0.48
C -5.4759 0.3500 3.7198 -1.04
C 4.9561 -6.0623 -3.8957 -0.40
C 0.2530 4.1274 6.7815 -0.47
C -1.4331 9.2019 4.0301 -0.31
C -3.3543 -3.8348 -5.3797 0.36
C -1.5998 3.3254 4.7636 -0.23
C -1.2817 -4.9661 0.6067 -0.78
C -2.8511 -5.2551 -7.3156 -0.43
C 8.4209 1.5245 -3.8288 0.29
C 8.1755 0.4019 -2.9022 -0.35
C 5.7544 0.6864 -3.1764 0.48
C -1.5456 2.6240 6.0616 0.45
C -1.9896 -3.2758 -5.4457 -0.13
C -1.6359 -3.8431 -0.5806 0.05
C -2.2970 8.4511 4.9625 0.49
C -4.2800 -0.0745 4.7854 1.26
C 0.8825 0.4367 -3.2844 -0.35
C 2.5963 -5.9058 -3.2477 0.38
C 3.0059 -5.6488 -1.8528 -0.11
C 1.1121 -0.1495 -4.6199 0.21
C -1.1092 10.9525 5.7180 0.36
H 7.4390 3.0216 -5.0832 0.43
H -5.8350 1.4588 3.8241 0.29
H -4.3502 -2.1329 3.8087 0.36
H -2.8711 -5.5948 -1.4344 0.34
H -2.1313 10.6445 7.6264 0.40
H -0.5307 2.5748 7.9979 0.43
H -5.2030 0.1640 2.5972 0.26
H 3.1662 2.3287 -5.8713 0.44
H -3.3088 -3.9498 -2.2806 0.21
H -1.2749 8.7591 3.0541 0.40
H 9.0509 -0.0826 -2.4865 0.41
H 1.2778 2.0438 -1.9560 0.43
H -3.1045 -6.0018 -8.0586 0.41
H 0.2458 -0.1264 -2.6129 0.57
H -6.4076 -0.3415 3.9678 0.29
H 0.9819 4.4897 7.4960 0.42
H -2.8614 -1.9164 5.0056 0.33
H -5.5666 -1.6665 5.8258 0.32
H 3.3500 -6.2953 -5.2631 0.45
H 4.6121 -5.4159 -0.4853 0.44
H -1.6098 -4.8830 -2.6442 0.16
H 2.2085 -5.5016 -1.1347 0.41
H -3.1633 8.4743 6.9694 0.42
H -2.3196 -2.9657 -0.1519 0.27
H -0.1149 -3.2783 -6.4394 0.47
H -2.1573 -5.7407 0.7675 0.32
H 6.7363 -0.8107 -1.9220 0.45
H -0.2429 10.9293 3.7110 0.41
H 2.1342 0.1585 -6.5283 0.43
H -3.2513 -0.5677 1.9299 0.20
H -0.3850 -5.6036 0.1427 0.37
H -3.5540 0.8106 5.0510 -0.49
H -0.8162 4.8780 3.5472 0.44
H 5.1243 2.2936 -4.5187 0.18
H 5.7536 -6.2095 -4.6138 0.42
H -4.3202 -0.8484 7.0224 0.30
H -1.7362 -2.5291 -4.7027 0.49
H -2.3288 2.9631 4.0490 0.46
H -5.9183 0.1233 6.5035 0.33
H -2.0166 0.0675 3.2040 0.03
H -4.7258 -5.2526 -6.3218 0.42